(1)
This record from OMol25 describes a molecular structure, C27H81AsF6O36P9 in a non-equilibrium geometry. The level of theory is ωB97M-V with the def2-TZVPD basis set.

Properties
2S+1   1
Gap between HOMO and LUMO   10.334 eV
E_HOMO   -8.37 eV
Charge   -1

Cartesian coordinates (Å):
F 0.549 0.550 1.617
H 1.753 -1.817 5.116
H -7.415 2.810 3.203
H -4.926 4.196 0.239
H -7.357 1.272 2.393
H 3.098 3.620 0.928
H 3.639 -1.116 -0.006
O -3.626 -1.729 6.079
C -2.016 -0.550 -7.017
H 0.021 -4.267 -2.912
H -1.488 1.455 7.764
H -5.329 2.117 5.781
H -3.763 0.474 -0.956
H -0.277 3.934 0.455
O -5.914 3.063 -1.171
C -4.634 0.208 -0.365
H 4.698 5.327 4.580
H 1.952 0.910 -3.406
O -2.463 -4.760 -1.088
H 6.337 1.951 0.243
H -3.019 2.240 7.344
H 4.186 -5.826 -5.316
H 4.430 4.707 2.934
O 5.215 -0.616 4.088
C 6.061 2.518 -0.648
H 0.101 2.633 5.452
C -1.382 -0.400 4.274
P -0.447 -1.909 -5.391
P 4.810 1.871 -2.871
O 4.900 2.014 -1.286
C -2.559 1.464 7.965
H -3.957 3.626 -1.085
H -5.454 -7.661 -1.818
O 4.893 -4.921 -3.634
O 5.854 2.590 -3.587
H -1.038 -4.885 -4.054
F -1.421 -0.506 -1.089
H 1.959 -2.529 -1.439
H 1.475 -1.097 3.566
H 6.689 0.093 -3.081
H -4.357 -0.486 0.427
O -0.928 -2.841 -4.165
H 2.622 -1.555 1.325
H -3.184 -6.788 -5.002
H -1.524 -1.456 4.048
H -2.504 -8.020 -3.992
O -1.954 5.602 -2.740
O 5.464 -3.151 3.494
H -1.968 4.139 0.036
O -1.851 -1.302 -5.836
C 2.232 1.632 -2.638
C -3.067 5.737 -3.594
O 1.636 2.023 4.328
P -6.507 2.015 -0.118
F 0.888 -0.770 -0.438
H 4.143 -5.102 0.827
H -1.108 8.886 -0.303
C -0.946 4.302 -0.315
C -4.643 -7.898 -1.129
H -2.733 1.851 8.968
H -5.064 -8.201 -0.170
H -2.477 -2.816 -0.438
O 4.649 0.301 -3.114
O 0.343 -0.740 -4.639
O 3.303 2.382 2.492
H 0.535 -4.193 -4.657
O -5.201 1.291 0.397
C 2.260 -1.303 4.298
H 2.040 2.203 0.848
H -5.383 -0.303 -0.968
H 0.478 8.764 -0.918
H 3.158 -3.817 0.067
O 4.087 1.986 4.944
P -1.787 6.550 -1.465
H -1.416 0.057 -3.811
C 5.773 -3.613 4.790
H -0.802 3.733 -1.230
O 4.625 -1.654 1.767
H 0.029 -0.126 -2.726
H 5.869 -2.831 5.545
H 2.701 -0.354 4.594
C -2.357 -3.360 -1.375
C -4.937 4.046 -0.843
H 1.466 2.356 -2.383
C 1.042 2.100 5.611
F -0.723 -1.476 1.213
H -1.330 -3.142 -1.665
O 3.187 -2.176 3.663
O -4.792 -4.942 -2.229
C 4.591 -4.862 -5.019
P 3.827 -4.541 -2.519
H -5.689 0.424 6.552
H 3.937 -4.040 -5.315
O 4.539 -4.871 -1.140
H -0.714 9.730 -1.816
H -0.096 1.172 -3.945
H 3.339 5.916 3.534
H 3.393 0.005 1.342
H -2.778 5.678 -4.641
H 4.940 -4.216 5.181
H 6.948 2.649 -1.263
C 3.944 5.065 3.844
H -0.419 -0.043 3.912
C -7.577 2.328 2.237
O 3.333 2.371 -3.207
O -3.071 0.179 7.658
F -0.095 1.568 -0.455
H 1.850 -2.702 -3.182
H 2.606 -1.242 -2.530
O -3.940 0.741 5.378
P 4.696 -1.768 3.372
H -3.041 -0.574 -7.388
O -3.039 6.933 -0.787
C 5.806 -0.543 -3.143
C -0.332 0.131 -3.719
H -4.151 -7.588 -3.742
P 3.107 2.575 4.041
H 5.510 -4.682 -5.578
H -3.002 -2.979 -2.163
O -1.591 -0.148 5.668
P -3.562 -5.626 -1.820
O -7.474 1.101 -0.732
H 0.811 1.145 6.084
H 2.421 1.016 -1.756
H -1.458 -1.019 -7.833
F -1.898 0.720 1.067
O 0.289 -2.544 -6.482
H -3.810 4.942 -3.452
C 3.559 -1.042 1.079
H 5.777 -1.338 -2.401
C 2.470 -2.308 -2.374
H -1.732 0.492 -6.877
C 2.445 2.960 1.510
O -0.849 7.695 -2.082
H 1.662 2.655 6.319
C -5.300 1.030 5.739
P -3.106 -0.369 6.162
C -0.563 8.817 -1.246
O -2.692 -6.239 -3.025
O 2.542 -5.226 -2.725
H -5.914 0.779 4.869
O 3.776 -2.910 -2.508
O -3.779 -6.824 -0.815
O -0.772 5.694 -0.596
C -3.180 -7.160 -3.979
O -6.970 2.941 1.107
H 4.847 -3.503 0.373
H -4.184 -8.812 -1.518
H -3.687 6.613 -3.385
C 4.141 -4.288 0.109
C -0.283 -4.105 -3.946
O 2.957 4.148 4.337
H -2.046 0.150 3.598
H -5.113 4.978 -1.370
H 1.667 3.607 1.918
As -0.493 0.012 0.335
H 6.605 -4.313 4.808
H 5.782 3.486 -0.217
H 5.811 -1.076 -4.096
H -8.651 2.462 2.072

***

(2)
This record from OMol25 describes 13 unconnected molecules or ions with the total composition C27H81F3N17O15S in a non-equilibrium geometry. The level of theory is ωB97M-V with the def2-TZVPD basis set.

Properties
2S+1   1
Gap between HOMO and LUMO   8.343 eV
E_HOMO   -6.75 eV
Charge   -1

Cartesian coordinates (Å):
H -1.267 1.738 -2.542
O 4.844 -1.228 1.579
O 2.091 4.668 -5.058
H 1.034 -2.192 6.346
N -1.030 -6.070 -2.008
H -4.323 -5.399 -1.671
H -1.911 4.921 -1.821
C -7.585 -1.097 1.728
C 4.325 -1.313 5.111
C 1.199 3.696 -4.652
H 2.795 5.361 2.955
C -3.795 0.380 0.548
H 0.949 3.809 -3.597
C -2.436 -1.045 4.556
O -0.335 4.582 -0.543
O 2.220 -1.095 7.615
H 2.644 -4.820 -3.808
H 2.120 6.245 -1.474
C 4.051 -1.652 -1.669
H -3.385 -6.359 -2.952
H 5.037 -1.931 4.564
O 2.628 5.338 5.343
H 0.371 -0.541 8.400
O 1.476 2.152 2.118
H -6.898 -0.730 2.490
N -1.005 3.427 2.117
N 0.141 -2.764 -2.619
N -2.694 0.068 3.842
H -2.035 0.827 3.747
H 2.040 -1.670 3.724
H -3.685 0.240 3.941
C 0.808 4.948 -0.778
C 0.626 0.318 0.319
H 4.284 -3.979 -6.888
H 2.321 2.536 4.291
H 1.430 0.838 7.737
H -7.175 -2.077 1.482
H 3.378 -3.148 5.894
H 4.084 -0.404 4.560
C -6.246 0.672 0.334
H 4.711 -1.691 -3.996
H -3.621 1.054 1.387
H -2.870 5.174 -3.284
H -3.070 -0.430 0.619
H 0.347 -2.959 -4.829
H 1.512 0.258 -4.498
N 2.528 -2.470 4.100
H -2.712 -4.225 0.284
H -2.728 4.048 0.831
H 4.999 -1.940 -1.216
O -5.100 -0.199 0.451
H 2.415 -4.939 -5.535
H -4.074 3.974 1.946
H -1.918 -5.761 0.407
C 1.362 -0.103 8.282
C 4.368 -2.704 -3.785
C -2.130 3.453 -3.260
H -8.620 -1.286 2.013
H -3.488 0.910 -0.353
H 0.050 -2.805 -1.613
H 4.557 -2.139 1.638
H -7.541 -1.513 -0.734
H 0.271 3.774 -5.218
O 3.600 -2.607 -2.619
S 1.267 0.697 2.087
C 0.940 1.165 -4.694
N 1.148 6.040 -1.295
H -3.364 -6.714 -1.266
O 2.497 -0.117 2.145
C 2.513 4.429 4.625
N 4.518 -3.288 -6.190
H 2.323 1.975 -2.823
C 1.920 2.358 -4.749
H 0.085 -2.866 1.616
C -7.631 -0.033 0.597
H -2.000 -4.290 -2.284
O -2.492 2.925 3.674
H -0.512 -0.933 3.966
F 0.596 -0.991 0.221
O 0.269 0.210 2.992
H -0.873 3.564 1.125
H 0.791 -3.428 -3.013
H 0.394 6.690 -1.466
C -2.075 -5.119 -1.579
H 0.336 1.345 -3.804
H 2.430 2.391 -5.712
H -8.335 -0.189 -1.342
H -0.962 -2.288 4.973
H -1.436 3.175 -1.533
O -1.276 -1.157 -2.999
H -0.202 3.190 2.683
H -0.472 -1.549 -5.416
H 2.773 4.541 -0.922
H -8.378 0.757 0.669
H 2.254 3.724 2.735
H 4.044 -0.716 1.700
H 3.912 -5.476 -4.752
H 0.246 0.994 -5.516
N 1.875 4.210 -0.598
H -1.009 -4.117 2.156
H 1.408 -0.665 5.691
N -2.210 4.634 -2.742
N 2.610 3.203 4.991
C 3.695 -3.284 -4.987
H -1.334 -6.999 -1.755
H 3.271 -1.576 -0.912
O -0.776 -4.007 0.080
H 2.746 -2.776 -5.157
F -0.591 0.905 0.168
N 2.389 4.520 3.342
H 2.937 2.953 5.913
H 2.592 6.725 -4.832
N -8.183 -0.761 -0.524
N 2.866 2.042 -3.672
H 1.724 0.227 9.256
C -0.442 -1.956 -3.431
H 4.811 -1.032 6.046
H 4.030 -0.661 -2.122
C -0.849 -3.374 1.374
H -6.256 0.964 -0.716
F 1.443 0.734 -0.605
H 3.429 2.877 -3.593
H 1.137 6.189 -4.012
C -3.394 -5.884 -1.971
C 1.752 6.033 -4.898
C -2.211 3.360 2.617
N -3.088 3.861 1.756
H 5.397 -3.656 -5.856
H -6.097 1.476 1.054
H -1.664 -2.652 1.409
H 1.851 3.316 -0.127
C 3.082 -2.193 5.459
C 3.149 -4.698 -4.766
H 5.278 -3.284 -3.633
N -0.064 -2.056 -4.644
N -1.462 2.724 -2.437
O -2.486 3.030 -4.383
O -3.229 -1.832 5.118
H -0.438 -5.774 -1.245
N -1.220 -1.457 4.461
C -1.858 -4.792 -0.088
H 3.313 -2.536 3.469
H 1.037 6.386 -5.641
C 1.857 -1.483 6.254

***

(3)
This record from OMol25 describes 14 unconnected molecules or ions with the total composition C27H82O27 in a non-equilibrium geometry. The level of theory is ωB97M-V with the def2-TZVPD basis set.

Properties
2S+1   2
Gap between HOMO and LUMO (alpha / beta)   9.013 / 2.588 eV
E_HOMO (alpha / beta)   -11.19 / -11.19 eV
Charge   +1

Cartesian coordinates (Å):
C -1.759 -15.174 -25.072
H 1.059 -15.631 -29.775
H 3.818 -14.445 -19.173
H 2.616 -15.042 -18.273
H 1.567 -15.895 -19.971
C 2.332 -18.787 -19.553
O 1.394 -13.806 -24.544
H 5.546 -19.026 -23.775
H -3.335 -20.310 -23.113
H -1.256 -14.299 -25.484
H 5.771 -11.660 -25.322
O 1.341 -11.890 -19.921
O 3.930 -18.598 -26.526
O 6.089 -16.706 -27.298
C -1.835 -21.277 -22.382
H -2.344 -17.111 -25.775
H 7.162 -13.731 -25.178
H -0.769 -16.640 -26.274
H -3.061 -17.067 -21.709
O 7.059 -16.333 -21.903
H -0.920 -15.851 -21.759
H -0.007 -12.342 -24.842
H -0.027 -20.648 -26.651
H 3.950 -20.287 -19.915
H 1.449 -21.834 -24.098
C 6.095 -18.110 -27.234
O 2.722 -13.422 -22.285
H -1.128 -15.399 -24.212
H 2.584 -13.945 -21.491
O -2.673 -18.027 -19.913
H -1.717 -21.693 -23.383
C -1.108 -16.519 -20.918
H 3.013 -18.329 -18.836
H 7.244 -18.757 -23.418
O 3.671 -16.464 -24.774
C 2.928 -12.100 -21.814
H 1.724 -17.286 -22.143
H 4.940 -19.925 -27.623
H 0.865 -13.058 -26.950
H 5.227 -16.398 -27.009
C -2.579 -16.928 -20.741
O 1.368 -19.665 -18.959
H 3.763 -17.342 -25.150
C 1.593 -11.498 -21.256
C 3.355 -19.547 -20.450
C 1.059 -12.530 -24.971
C 6.270 -15.967 -20.746
H 6.932 -15.626 -22.540
H 3.224 -19.247 -26.553
H 4.586 -12.384 -24.271
C 1.371 -12.239 -26.440
H 1.533 -14.094 -29.100
O 7.526 -20.812 -21.680
H 6.500 -14.609 -19.051
H 7.957 -15.243 -19.617
H 1.790 -18.026 -20.115
H 0.158 -21.818 -21.892
H 5.296 -15.586 -21.051
O 3.174 -15.097 -27.227
H 3.419 -11.554 -22.619
H -1.114 -16.536 -18.991
C 0.483 -20.614 -25.689
O -0.585 -16.144 -19.689
H 7.525 -21.681 -22.086
O -2.515 -15.681 -27.227
O 2.442 -15.602 -20.236
H 0.904 -20.025 -19.719
H 7.517 -13.053 -20.417
H 0.383 -11.923 -19.867
O 2.753 -12.228 -26.692
O -0.558 -20.358 -20.540
O 5.739 -14.752 -24.041
C 4.815 -18.844 -27.565
H 6.096 -16.828 -20.100
C -0.438 -20.907 -21.840
H 2.788 -16.825 -28.457
C 7.014 -14.838 -19.985
H -3.542 -18.429 -19.982
H 0.713 -11.637 -21.884
H 6.386 -18.374 -26.217
H -2.363 -21.934 -21.692
H 2.069 -13.739 -23.865
H 1.539 -11.805 -24.313
C 2.007 -17.350 -23.193
H -0.005 -22.591 -24.665
H 6.066 -20.656 -25.002
C 6.474 -19.525 -23.493
H -3.076 -16.136 -20.180
H 3.669 -12.116 -21.015
O 6.852 -20.471 -24.483
C -1.774 -16.247 -26.120
O 1.572 -19.753 -25.866
H -1.269 -19.716 -20.601
C 6.087 -13.721 -24.997
H 4.960 -15.288 -24.211
H 6.074 -19.285 -21.465
H 1.649 -10.418 -21.119
O 1.602 -22.837 -25.746
H 2.996 -15.393 -26.331
H 1.222 -23.704 -25.586
C 1.876 -15.114 -29.272
H 6.358 -12.757 -22.739
H 3.662 -14.580 -30.005
H 3.763 -16.257 -18.814
H 6.866 -18.471 -27.915
H 5.454 -20.822 -22.051
C 6.321 -20.162 -22.065
H 4.135 -17.142 -22.922
H 5.581 -14.100 -25.885
H 2.374 -19.244 -22.812
H 3.217 -15.631 -22.939
H 1.471 -16.218 -27.450
O 2.103 -18.694 -23.551
O -2.993 -14.729 -24.588
H -2.325 -16.213 -28.003
C 5.653 -12.358 -24.492
C 0.829 -21.966 -24.984
H 2.722 -21.187 -21.122
H 1.202 -17.001 -23.841
O 2.876 -15.058 -30.277
O -2.485 -20.075 -22.733
H -0.486 -17.389 -21.132
H 1.776 -19.391 -25.000
O 7.174 -13.765 -20.962
H 4.250 -18.531 -28.443
C 3.301 -16.620 -23.390
C 3.226 -15.359 -19.119
O 6.555 -12.123 -23.432
H -3.513 -14.531 -25.370
O 2.720 -20.292 -21.469
H 0.128 -20.298 -22.544
H -0.173 -20.134 -24.964
H 4.018 -18.802 -20.889
H 1.032 -11.215 -26.598
C 2.326 -15.922 -28.058
H 3.005 -13.126 -26.917